48
Properties=species:S:1:pos:R:3 method="wB97M-V/def2-TZVPD" e_lumo_ha="-0.041 / -0.041" total_charge=0 s2=0.753 homo_lumo_gap_ev="6.7 / 6.9" spin_multiplicity=2
Cu -2.129 0.413 0.879
O -2.528 3.525 3.324
C -1.856 2.655 2.804
O -2.395 1.503 2.391
C -0.326 2.760 2.653
C 0.406 1.531 3.216
C 1.859 1.972 3.475
C 2.407 1.978 2.050
C 1.166 1.620 1.163
O 0.458 0.703 1.988
C 0.243 2.844 1.188
C -0.778 2.769 0.005
O -0.984 3.767 -0.686
O -1.215 1.567 -0.276
H -0.120 3.680 3.222
H -0.053 0.877 4.006
H 2.364 1.248 4.162
H 1.835 2.937 3.975
H 3.207 1.208 2.029
H 2.884 2.879 1.704
H 1.417 1.215 0.199
H 0.705 3.826 1.041
N -3.178 -1.037 1.740
C -2.974 -2.345 1.047
C -2.475 -2.049 -0.398
O -2.664 -2.849 -1.279
O -2.000 -0.866 -0.509
H -2.878 -0.959 2.703
H -4.124 -0.686 1.648
H -3.988 -2.829 0.983
H -2.319 -2.969 1.645
N 1.565 -2.874 -3.889
C 0.943 -1.586 -4.441
C 0.066 -0.850 -3.427
N 0.835 -0.659 -2.190
C 1.429 -1.850 -1.598
C 2.362 -2.543 -2.618
H 2.187 -3.217 -4.643
H 0.903 -3.624 -3.696
H 0.345 -1.861 -5.310
H 1.786 -0.973 -4.788
H -0.923 -1.366 -3.185
H -0.231 0.158 -3.790
H 0.200 -0.243 -1.502
H 0.621 -2.604 -1.351
H 1.976 -1.538 -0.692
H 2.823 -3.429 -2.124
H 3.149 -1.830 -2.846